No. 1
ORCA calculation (the ωB97M-V functional and the def2-TZVPD basis) on C5H7NO as an isolated structure.

Results
Total energy   -8832.061 eV
E_HOMO   -8.530 eV
Frontier orbital gap   9.66 eV
ΔE to the lowest compared entry with this formula, charge and spin   399.7 kJ/mol

The geometry in XYZ format:
```
14
C5H7NO (the ωB97M-V functional and the def2-TZVPD basis)
N 1.36 1.24 0.57
C 0.11 0.56 0.63
O -1.08 0.52 1.35
C -1.27 -0.84 0.81
C 0.15 -0.88 0.22
C 0.47 -0.42 -1.23
C 0.51 1.03 -0.71
H 1.20 2.22 0.80
H -2.10 -0.87 0.10
H -1.44 -1.53 1.64
H 0.86 -1.56 0.71
H -0.39 -0.54 -1.90
H 1.35 -0.86 -1.71
H 0.29 1.93 -1.27
```

Atom charges from the Löwdin analysis, given in e for atoms 1 to 8:
1 N 0.1461
2 C -0.5436
3 O 0.0029
4 C -0.0745
5 C -0.1532
6 C -0.0695
7 C -0.1393
8 H 0.1022



No. 2
ORCA calculation (the ωB97M-V functional and the def2-TZVPD basis) on one molecule with the formula C5H6S at a distorted geometry.

Results
Total energy   -16115.877 eV
E_HOMO   -8.517 eV
Frontier orbital gap   8.43 eV
SMILES string   S=C1CC=CC1
ΔE to the lowest compared entry with this formula, charge and spin   63.8 kJ/mol

The geometry in XYZ format:
```
12
C5H6S (the ωB97M-V functional and the def2-TZVPD basis)
S -2.78 -0.05 -0.05
C -1.12 -0.04 -0.05
C -0.35 1.16 0.01
C 1.09 0.71 -0.01
C 1.18 -0.62 -0.09
C -0.17 -1.26 0.05
H -0.64 1.62 0.94
H -0.60 1.88 -0.69
H 1.95 1.47 -0.15
H 2.06 -1.32 -0.22
H -0.25 -1.68 1.06
H -0.36 -1.87 -0.81
```

Atom charges from the Löwdin analysis, given in e for atoms 1 to 8:
1 S 0.6774
2 C -0.7543
3 C -0.2571
4 C -0.0878
5 C -0.1145
6 C -0.1816
7 H 0.1249
8 H 0.1002



No. 3
ORCA calculation (the ωB97M-V functional and the def2-TZVPD basis) on a 2-piece molecular cluster, C5H10O2 overall.

Results
Total energy   -9437.559 eV
E_HOMO (alpha / beta)   -7.275 / -7.580 eV
Frontier orbital gap (alpha / beta)   7.66 / 7.74 eV
ΔE to the lowest compared entry with this formula, charge and spin   529.1 kJ/mol

The geometry in XYZ format:
```
17
C5H10O2 (the ωB97M-V functional and the def2-TZVPD basis)
C -1.38 1.89 -0.06
C -0.83 0.76 0.77
O -1.40 -0.34 0.85
C 0.85 -2.01 0.66
C 1.43 -0.86 0.15
C 0.67 0.02 -0.86
O -0.29 -0.59 -1.57
H -2.20 2.36 0.51
H -1.78 1.51 -1.00
H -0.62 2.66 -0.25
H -0.07 1.02 1.53
H 0.16 -2.59 0.07
H 1.11 -2.37 1.64
H 2.12 -0.29 0.77
H 1.92 -1.02 -0.88
H 1.25 0.73 -1.45
H -0.96 -0.88 -0.90
```

Atom charges from the Löwdin analysis, given in e for atoms 1 to 8:
1 C -0.0589
2 C -0.3727
3 O -0.0399
4 C 0.0211
5 C -0.2896
6 C -0.2431
7 O -0.0224
8 H 0.0850



No. 4
ORCA calculation (the ωB97M-V functional and the def2-TZVPD basis) on a 2-piece molecular cluster, C3H5ClSi overall at a distorted geometry.

Results
Total energy   -23586.708 eV
E_HOMO (alpha / beta)   -8.319 / -8.319 eV
Frontier orbital gap (alpha / beta)   6.74 / 6.74 eV
ΔE to the lowest compared entry with this formula, charge and spin   429.7 kJ/mol

The geometry in XYZ format:
```
10
C3H5ClSi (the ωB97M-V functional and the def2-TZVPD basis)
C 1.20 -0.26 0.12
C 0.11 0.17 -0.01
C 2.59 -0.73 0.17
Si -2.93 1.00 -0.34
Cl -4.11 -0.50 0.34
H 2.70 -1.55 -0.48
H 3.39 0.04 -0.18
H 2.62 -0.96 1.21
H -2.89 1.03 -1.76
H -2.68 1.76 0.93
```

Atom charges from the Löwdin analysis, given in e for atoms 1 to 8:
1 C -0.3984
2 C -0.1011
3 C -0.1566
4 Si 0.4145
5 Cl 0.2231
6 H 0.0373
7 H 0.1066
8 H 0.0509



No. 5
ORCA calculation (the ωB97M-V functional and the def2-TZVPD basis) on C5H14N2O as an isolated structure at a distorted geometry.

Results
Total energy   -10435.692 eV
E_HOMO   -7.200 eV
Frontier orbital gap   8.05 eV
ΔE to the lowest compared entry with this formula, charge and spin   514.9 kJ/mol

The geometry in XYZ format:
```
22
C5H14N2O (the ωB97M-V functional and the def2-TZVPD basis)
C -0.28 0.19 1.93
C -0.06 -1.65 1.24
N 0.75 -1.60 0.11
O -1.66 0.45 1.96
H -2.13 -0.38 2.06
H 1.62 -2.10 0.18
H 0.28 -1.72 -0.77
H 0.29 1.12 1.96
H 0.06 -0.18 2.91
H 0.42 -2.07 2.12
H -1.04 -2.12 1.08
C 0.70 0.13 -2.44
N -1.20 1.67 -0.73
C 0.14 1.46 -0.35
C 1.04 0.83 -1.16
H -1.62 0.83 -1.09
H -1.76 2.04 0.04
H 0.50 2.23 0.32
H 2.09 1.04 -0.99
H 1.37 -0.72 -2.62
H 0.79 0.80 -3.31
H -0.33 -0.25 -2.45
```

Atom charges from the Löwdin analysis, given in e for atoms 1 to 8:
1 C -0.1889
2 C -0.1387
3 N -0.0316
4 O -0.1255
5 H 0.0715
6 H 0.0870
7 H 0.0637
8 H 0.0739



No. 6
ORCA calculation (the ωB97M-V functional and the def2-TZVPD basis) on one molecule with the formula C6H12O.

Results
Total energy   -8463.490 eV
E_HOMO   -8.704 eV
Frontier orbital gap   9.61 eV
SMILES string   C=C(O)CCCC
ΔE to the lowest compared entry with this formula, charge and spin   83.3 kJ/mol

The geometry in XYZ format:
```
19
C6H12O (the ωB97M-V functional and the def2-TZVPD basis)
C -2.22 0.07 0.67
C -1.03 -0.50 0.87
O -0.28 -0.30 1.99
C -0.31 -1.37 -0.13
C 1.16 -0.96 -0.36
C 1.34 0.38 -1.08
C 0.66 1.58 -0.41
H -2.65 0.77 1.39
H -2.77 -0.09 -0.25
H -0.75 0.31 2.58
H -0.34 -2.41 0.22
H -0.86 -1.33 -1.07
H 1.69 -0.97 0.59
H 1.61 -1.74 -0.99
H 0.94 0.28 -2.10
H 2.41 0.59 -1.19
H -0.37 1.33 -0.09
H 0.55 2.42 -1.10
H 1.21 1.93 0.46
```

Atom charges from the Löwdin analysis, given in e for atoms 1 to 8:
1 C 0.0274
2 C -0.4595
3 O 0.0391
4 C -0.1394
5 C -0.2101
6 C -0.2497
7 C -0.1075
8 H 0.0641



No. 7
ORCA calculation (the ωB97M-V functional and the def2-TZVPD basis) on a 2-piece molecular cluster, C4H13N3O overall.

Results
Total energy   -10876.930 eV
E_HOMO   -9.064 eV
Frontier orbital gap   9.70 eV
SMILES string   N=C(N)N.CC(C)O
ΔE to the lowest compared entry with this formula, charge and spin   72.1 kJ/mol

The geometry in XYZ format:
```
21
C4H13N3O (the ωB97M-V functional and the def2-TZVPD basis)
N 0.76 1.84 3.29
C 0.16 1.23 2.35
N -0.17 -0.12 2.31
N -0.14 1.90 1.18
H 0.95 1.22 4.07
H -0.18 -0.57 3.21
H -0.98 -0.37 1.76
H -0.81 1.50 0.54
H -0.07 2.90 1.21
C 0.95 -1.36 -1.19
C -0.05 -0.74 -2.16
C -1.48 -1.15 -1.83
O 0.18 -1.18 -3.50
H 1.98 -1.18 -1.47
H 0.78 -2.44 -1.14
H 0.78 -0.93 -0.20
H 0.03 0.35 -2.12
H -1.74 -0.87 -0.81
H -1.57 -2.23 -1.95
H -2.17 -0.67 -2.52
H 1.11 -1.06 -3.70
```

Atom charges from the Löwdin analysis, given in e for atoms 1 to 8:
1 N 0.0862
2 C -0.6433
3 N 0.1052
4 N 0.1134
5 H 0.0269
6 H 0.0869
7 H 0.0729
8 H 0.0742



Look up the ΔE to the lowest compared entry with this formula, charge and spin of the seventh one.
72.1 kJ/mol



Which value of ΔE to the lowest compared entry with this formula, charge and spin does entry 4 give?
429.7 kJ/mol



What is the ΔE to the lowest compared entry with this formula, charge and spin in the first record?
399.7 kJ/mol



Look up the ΔE to the lowest compared entry with this formula, charge and spin of the fourth one.
429.7 kJ/mol